[1]
This record from the OMol25 dataset describes one molecule with the formula C11H14SSi. The level of theory is the ωB97M-V functional and the def2-TZVPD basis.

Atoms and positions in Å:
C  3.3148  0.3324  0.5629
C  1.7906  0.0307  0.2884
C  1.2593  -1.0618  -0.2936
C  1.9815  -2.3052  -0.5514
C  -0.1378  -0.9457  -0.4663
Si  -1.1153  -2.1070  0.8695
C  -0.3807  0.4319  0.0045
C  -1.6172  1.1252  -0.2656
C  -1.8826  2.3864  0.2689
C  -2.9804  2.9610  -0.3754
C  -3.6327  2.1120  -1.2436
S  -2.7289  0.6648  -1.5376
C  0.7795  1.0098  0.4065
H  3.6204  1.3991  0.8227
H  3.9085  0.0485  -0.2484
H  3.6345  -0.4249  1.4001
H  2.4082  -2.5669  0.3940
H  2.8314  -2.1003  -1.3434
H  1.3015  -3.0026  -0.9315
H  -0.6288  -1.2137  -1.3201
H  -1.7494  -1.4527  2.0781
H  0.0961  -2.8876  1.3058
H  -1.8186  -3.3125  0.3631
H  -1.3065  2.7296  1.0961
H  -3.3467  3.8757  -0.0452
H  -4.4679  2.2465  -1.8839
H  0.8670  2.0274  0.6452

Cartesian forces (eV/Å) of the 2 atoms listed first:
-1.4 -1.1 2.7
2.8 1.3 -0.3

## Properties
* HOMO level: -7.20 eV
* F_max: 4.11 eV Å⁻¹
* energy: -30344.1249 eV
* structure (SMILES): CC1=C(C)[C@@H]([SiH3])C(c2cccs2)=C1
* E_LUMO: 0.38 eV

[2]
This record from the OMol25 dataset describes C11H15AgNOP as an isolated structure. The level of theory is the ωB97M-V functional and the def2-TZVPD basis.

Atoms and positions in Å:
Ag  0.2538  -0.2831  0.4119
C  -1.6590  -0.8205  3.3192
P  -0.5034  0.5585  3.3067
C  -0.0796  0.8668  5.0256
C  -1.4310  1.9874  2.7313
O  0.7320  0.2954  2.4825
H  -2.4888  -0.6144  3.9970
H  -1.1404  -1.7198  3.6506
H  -2.0462  -0.9905  2.3146
H  -0.9769  1.0636  5.6128
H  0.5876  1.7254  5.0907
H  0.4332  -0.0032  5.4341
H  -2.3127  2.1544  3.3515
H  -1.7452  1.8129  1.7015
H  -0.7988  2.8741  2.7594
C  -0.7786  -0.9182  -1.2901
C  0.1290  -0.7391  -2.4368
C  0.1524  0.4562  -3.1715
C  1.0291  0.6482  -4.2192
C  1.9201  -0.3631  -4.5792
C  1.9029  -1.5688  -3.8761
C  1.0216  -1.7477  -2.8301
C  2.8441  -0.1694  -5.6546
N  3.5876  -0.0137  -6.5189
H  -1.0551  -1.9597  -1.1246
H  -1.6846  -0.3168  -1.3722
H  -0.5309  1.2529  -2.9017
H  1.0280  1.5822  -4.7656
H  2.5835  -2.3616  -4.1569
H  1.0263  -2.6883  -2.2921

Cartesian forces (eV/Å) of the 2 atoms listed first:
-0.1 0.0 0.4
0.0 0.0 0.1

## Properties
* HOMO level: -7.21 eV
* F_max: 0.40 eV Å⁻¹
* energy: -28476.4049 eV
* E_LUMO: 0.14 eV

[3]
This record from the OMol25 dataset describes C11H15AuClMnNO3S as an isolated structure. The level of theory is the ωB97M-V functional and the def2-TZVPD basis.

Atoms and positions in Å:
Au  0.6709  0.4383  -0.4630
Cl  2.1921  0.8922  -2.4048
C  1.2366  -1.2609  0.6461
H  0.7950  -1.2041  1.6553
H  2.3256  -1.4642  0.6573
H  0.6744  -2.0262  0.0723
Mn  3.7354  1.8225  -1.1108
C  5.3790  0.8856  -1.4775
C  3.4045  3.6373  -1.5791
C  3.3455  1.7406  0.6785
H  2.5905  3.7611  -0.8408
H  4.2098  4.3500  -1.3628
H  3.0639  3.7241  -2.6216
H  5.2241  0.1087  -0.7054
H  5.3410  0.4920  -2.5060
H  6.3358  1.3930  -1.2853
H  4.2169  1.1998  1.1932
H  3.2299  2.7979  1.0935
O  -1.1960  -0.2134  2.5663
C  -1.8009  -0.4184  1.5128
N  -1.3205  -0.1843  0.2259
S  -2.0452  -1.0751  -1.0193
O  -2.4392  -0.2591  -2.1344
O  -1.3457  -2.2899  -1.3399
C  -3.4066  -1.3978  0.0588
C  -4.6037  -1.9296  -0.4149
C  -5.6095  -2.0756  0.5377
C  -5.4086  -1.7327  1.8999
C  -4.1769  -1.2121  2.3442
C  -3.1799  -1.0174  1.3690
H  -4.7049  -2.1827  -1.4654
H  -6.5733  -2.4752  0.2073
H  -6.2265  -1.8829  2.6232
H  -3.9337  -0.9416  3.3897

Cartesian forces (eV/Å) of the 2 atoms listed first:
0.0 0.0 -0.3
-1.6 -0.9 -1.0

## Properties
* HOMO level (spin up / spin down): -3.22 / -5.80 eV
* F_max: 4.23 eV Å⁻¹
* energy: -77647.8216 eV
* net charge: -1
* ⟨S²⟩: 12.07
* E_LUMO (spin up / spin down): 2.57 / 1.69 eV
* multiplicity: 7